C19H23F5NOPTi | ωB97M-V/def2-TZVPD

Last column: Löwdin charge in e.
Positions of all 51 atoms, in Å:
H  0.452  3.977  0.625  0.068
H  1.807  -2.656  -3.108  0.121
C  -0.731  -1.335  2.619  -0.191
C  -0.249  -3.090  -1.485  -0.133
C  1.839  1.944  -2.319  -0.206
C  -1.823  -1.111  -2.257  -0.244
F  -1.328  0.184  5.900  0.143
H  2.136  3.593  0.298  0.068
H  1.430  1.314  -3.113  0.056
C  -1.564  1.298  -2.310  -0.302
C  1.397  -1.716  -2.685  -0.035
H  -1.579  3.014  -0.965  0.120
Ti  0.201  -0.317  -0.198  0.971
O  -0.509  -0.910  1.372  -0.156
H  2.699  -1.893  -0.289  0.099
F  -0.510  -4.361  4.656  0.142
H  0.963  0.914  0.789  0.097
F  -0.955  -2.473  6.616  0.159
H  -3.012  -1.957  -3.859  0.134
H  -2.090  -2.460  -0.583  0.130
H  0.594  -1.326  -3.340  0.109
C  1.153  3.715  -0.176  -0.207
H  1.230  4.581  -0.850  0.084
H  -3.479  0.257  -4.938  0.132
F  -1.133  0.887  3.242  0.109
C  -2.611  -1.030  -3.424  -0.003
C  -2.357  1.362  -3.457  -0.013
C  -1.087  -0.759  4.964  -0.098
H  2.202  -0.964  -2.582  0.091
C  -2.874  0.199  -4.027  -0.011
H  -0.217  -3.765  -0.610  0.128
H  2.181  2.891  -2.749  0.082
C  -0.978  2.581  -1.788  -0.269
C  -0.671  -3.062  4.326  -0.101
P  0.621  2.184  -0.996  0.850
H  -0.777  3.331  -2.574  0.120
H  -2.554  2.347  -3.893  0.133
H  2.462  -3.471  -1.151  0.126
C  -1.273  0.058  -1.691  -0.124
H  -2.218  -3.209  -2.183  0.132
H  0.004  -3.683  -2.387  0.145
H  2.716  1.417  -1.915  0.057
C  -1.656  -2.463  -1.601  -0.116
F  -0.361  -3.604  2.023  0.095
H  1.581  -3.156  0.391  0.100
N  0.868  -2.077  -1.331  -0.353
C  -0.901  -2.102  5.326  -0.082
C  -1.012  -0.404  3.632  -0.112
C  1.975  -2.689  -0.533  -0.039
C  -0.601  -2.682  2.998  -0.099
H  1.636  0.641  0.344  0.093

Atomic forces in eV per Å
0.044 -0.069 -0.156
-0.060 0.685 -0.004
-0.171 -0.430 1.530
0.305 0.048 -0.193
0.410 -0.642 -0.032
-0.271 -0.182 -0.152
0.273 -1.034 -0.963
-0.144 -0.045 -0.127
-0.114 0.109 0.064
0.080 0.098 -0.249
-0.031 -0.113 -0.096
0.045 0.009 -0.539
-2.617 -2.279 -1.686
0.784 0.770 -2.072
0.053 -0.427 -0.037
-0.175 1.287 -0.296
3.084 0.062 0.120
0.038 0.399 -1.389
0.169 0.512 0.254
0.033 0.174 -0.451
0.433 -0.252 0.484
0.281 -0.046 1.011
-0.171 -0.511 -0.169
0.216 -0.060 0.386
0.098 -0.682 0.397
0.249 -0.132 0.181
0.018 0.004 0.059
-0.197 0.299 1.013
-0.275 -0.397 -0.113
0.072 0.026 0.131
-0.049 0.393 -0.492
-0.145 -0.059 0.223
0.509 0.230 0.353
0.012 -0.821 0.620
-1.859 1.054 -1.639
-0.450 -0.224 0.363
0.010 -0.452 0.043
-0.085 0.436 0.442
0.518 0.309 0.170
-0.093 0.309 0.340
-0.168 0.262 0.468
0.027 0.221 -0.134
-0.101 -0.787 0.224
-0.103 0.668 0.747
0.201 0.386 -0.501
-0.456 0.308 0.512
-0.094 -0.175 0.514
0.107 0.594 -0.865
0.025 -0.100 0.066
0.219 0.042 -0.923
-0.480 0.225 2.566

Results
Max |F|: 3.9 eV/Å
Lowest unoccupied orbital energy (alpha / beta): -9.3 / -9.3 eV
Charge: +2
Multiplicity: 1
Orbital gap (alpha / beta): 5.57 / 5.57 eV
DFT total energy: -69586.631 eV